This record from the OMol25 dataset describes 13 unconnected molecules or ions with the total composition C17H62N20O13 in a non-equilibrium geometry. The level of theory is wB97M-V/def2-TZVPD.

Structure (XYZ):
```
112
Properties=species:S:1:pos:R:3:forces:R:3
C 7.313757 19.258133 8.828798 -1.465 -2.690 0.200
C 8.525650 18.523443 9.459475 0.240 1.336 -0.919
C 8.141789 17.516562 10.496073 0.115 -1.566 0.214
O 9.360874 16.947544 11.090363 -1.236 -0.086 0.062
C 8.997855 16.048447 12.142708 -0.299 -0.137 1.152
N 9.315698 17.799226 8.417541 0.918 -0.161 0.779
H 6.781481 18.486361 8.183193 0.271 0.781 0.895
H 7.635942 19.951294 8.129554 0.932 1.557 -1.267
H 6.548956 19.778840 9.458906 0.956 -0.751 -0.008
H 9.216079 19.310705 9.813198 -0.508 -0.277 0.776
H 7.550336 16.674350 10.025281 0.652 0.742 0.168
H 7.494162 17.894259 11.280412 0.124 0.483 0.298
H 9.912929 15.666597 12.687282 -0.889 0.660 -0.670
H 8.377832 15.180569 11.866467 0.488 -0.013 -0.795
H 8.299384 16.554787 12.848852 0.809 0.097 -0.049
H 9.591727 18.409653 7.656050 -0.394 0.288 -0.066
H 10.225823 17.658895 8.905419 -0.776 -0.404 -0.540
C 8.361057 17.522796 16.776586 0.146 1.835 0.962
C 7.873750 16.219005 17.306640 1.448 -0.638 1.295
C 7.148269 16.428236 18.591068 -1.275 -0.924 1.761
O 8.016416 16.866924 19.603587 2.048 0.053 0.180
C 7.602193 16.918738 20.943066 -1.635 0.646 -0.014
N 7.046972 15.450893 16.459026 0.876 -1.411 -2.961
H 7.581981 18.333803 16.757600 0.169 -1.123 -0.464
H 8.837628 17.431530 15.816318 0.206 0.057 -0.320
H 9.049564 17.973652 17.518138 0.148 -0.457 -0.573
H 8.710075 15.506329 17.596175 -0.260 1.174 -0.406
H 6.691876 15.454045 18.888823 0.096 0.466 -0.094
H 6.359447 17.173877 18.522361 -0.441 0.123 -0.387
H 8.331942 17.451625 21.580958 -0.261 -0.097 -0.714
H 7.416387 15.955621 21.412853 0.181 -0.513 -0.233
H 6.609670 17.436679 20.965339 0.684 -0.031 0.321
H 6.095741 15.564671 16.554891 -2.559 0.455 0.865
H 7.160699 15.643850 15.454305 0.524 0.099 0.625
O 7.635847 12.314071 15.266591 0.376 -0.954 -1.265
H 7.499630 13.229949 15.521968 -0.333 0.354 -0.111
H 7.452775 12.183586 14.289199 -0.202 0.822 1.137
O 6.872647 11.751145 12.369961 0.440 0.276 -0.464
H 7.592175 11.093326 12.498267 -0.462 0.327 -0.533
H 6.964126 12.166360 11.471436 0.129 -0.540 1.060
C 11.824453 16.669117 17.927390 0.248 2.124 -0.617
O 11.500269 16.070081 16.907888 -0.909 -0.714 0.893
N 11.024285 17.116634 18.980330 0.303 -1.144 -0.754
N 13.079364 17.230903 17.978830 -0.351 -1.289 -0.406
H 11.437858 17.699965 19.689520 -0.113 -0.237 -0.078
H 10.106900 16.727026 19.169293 0.114 0.085 -0.172
H 13.613131 17.309652 17.128832 -0.151 -0.077 0.063
H 13.239040 17.852065 18.709830 0.711 1.159 0.965
C 15.459031 14.249687 12.232017 1.285 -0.250 -0.130
O 14.928610 15.286374 11.894448 -1.551 1.306 -0.395
N 16.686534 13.948331 11.716570 0.934 -0.794 -0.061
N 14.973125 13.353980 13.080439 -1.796 0.119 1.044
H 17.049920 14.624456 11.078252 0.195 0.322 0.000
H 17.349292 13.509679 12.336019 0.056 -0.067 -0.252
H 14.004308 13.521166 13.424553 0.717 -0.173 -0.205
H 15.454436 12.523941 13.344360 0.243 -0.285 -0.169
C 7.651765 13.471283 8.421672 -0.114 -1.357 2.940
O 7.273515 13.112054 9.612006 1.172 1.198 -4.268
N 8.458697 14.563040 8.198093 -1.100 -0.907 0.455
N 7.342884 12.751039 7.235810 0.349 1.349 1.234
H 8.888276 15.113771 8.917714 -0.269 -0.218 0.568
H 8.803618 14.823672 7.306407 -0.026 -0.093 -0.767
H 8.024947 12.957790 6.540331 0.200 -0.050 -0.672
H 7.086056 11.779908 7.236043 -0.154 0.021 0.713
C 11.337790 13.328817 13.802870 1.618 -0.995 -3.251
O 12.377883 13.999292 13.655790 -0.408 0.694 0.529
N 10.525016 13.423441 14.803455 -1.458 0.256 2.469
N 10.980686 12.474895 12.786635 0.606 -1.171 -1.415
H 10.822185 14.100236 15.499620 -0.372 -0.284 0.231
H 9.715776 12.799105 14.948298 0.496 0.695 -0.081
H 10.477871 11.601185 12.957541 -0.126 0.657 0.035
H 11.628043 12.383579 11.963233 -0.821 0.368 1.559
C 12.294230 14.634882 9.488090 -0.598 0.361 -1.223
O 11.465634 13.933004 8.893625 -0.029 -0.521 0.239
N 13.467649 14.916466 8.873463 0.648 0.164 -0.364
N 11.948122 15.263466 10.624182 -0.906 -0.484 0.992
H 14.057561 15.629519 9.281499 -0.006 -0.134 -0.270
H 13.402174 14.805192 7.855293 0.372 0.120 0.948
H 12.529644 15.656670 11.354417 0.451 -0.285 -0.534
H 11.070212 14.852466 10.934037 0.291 0.439 0.247
C 13.182771 18.170519 13.989869 1.432 -1.084 -2.507
O 12.824999 19.222307 14.445615 -1.015 1.624 1.688
N 12.660248 16.959956 14.246901 -1.349 -1.718 0.821
N 14.186400 18.182969 13.014220 -0.380 -0.927 0.374
H 12.635827 16.108266 13.675519 0.947 0.688 0.000
H 12.023753 16.797681 15.031086 0.294 0.746 -0.157
H 14.715044 19.031292 13.026885 0.150 0.216 -0.116
H 14.692017 17.318185 12.838512 -0.117 0.222 -0.032
C 11.070044 9.881624 9.831687 -1.052 0.343 -1.118
O 11.366167 8.712412 10.022641 0.617 -0.172 0.691
N 9.811481 10.340859 10.066522 -0.628 1.297 -0.375
N 11.903174 10.783747 9.243476 0.703 -0.963 0.182
H 9.375058 11.159766 9.621008 0.765 -0.580 0.582
H 9.273789 9.855703 10.741946 -0.521 -0.472 0.443
H 11.669061 11.742972 9.045145 0.079 0.179 -0.061
H 12.741517 10.319442 8.920030 -0.038 0.709 -0.143
C 8.723778 19.306148 14.055188 -0.441 0.961 0.461
O 7.658712 18.811319 13.763159 -0.764 -0.708 -0.817
N 8.813706 20.218929 15.079005 3.119 -0.214 -0.439
N 9.916214 19.103151 13.409593 -1.700 0.078 0.140
H 8.109102 20.631685 15.635092 -0.745 -0.200 0.104
H 9.800833 20.396522 15.284957 -0.967 0.586 0.452
H 9.894890 18.438260 12.665098 0.259 -0.458 -0.295
H 10.737818 19.293642 13.919284 1.384 0.036 0.157
C 9.233825 9.135978 13.860857 -1.235 2.225 0.803
O 8.778181 9.772105 12.908496 0.457 -0.390 -0.741
N 8.994736 9.607486 15.123747 0.855 -2.031 0.671
N 9.977785 8.052497 13.780423 0.401 -0.965 -0.620
H 8.298878 10.314098 15.139189 -0.683 0.581 0.540
H 8.948742 8.832834 15.804290 -0.212 1.224 -0.182
H 10.186707 7.788397 12.840291 0.509 -0.486 -0.283
H 10.485601 7.710121 14.573062 0.142 -0.113 -0.156
```
Forces are in eV/Å.

Kohn-Sham gap = 9.67 eV
E_HOMO = -0.3358 hartree
Largest force on an atom = 4.6 eV/A
Total energy = -75063.356 eV